{"formula": "C43H56Cl5P2ReSi", "method": "wB97M-V/def2-TZVPD", "total_charge": 1, "multiplicity": 2, "homo_lumo_gap_ev": [6.0241, 4.9291], "homo_energy_ha": [-0.3541, -0.3539], "s2": 1.0702, "symbols": ["Re", "C", "Si", "C", "C", "C", "C", "C", "C", "P", "C", "C", "C", "C", "C", "C", "C", "C", "C", "C", "C", "C", "C", "C", "C", "C", "C", "C", "P", "C", "C", "C", "C", "C", "C", "C", "C", "C", "C", "C", "C", "H", "H", "H", "H", "H", "H", "H", "H", "H", "H", "H", "H", "H", "H", "H", "H", "H", "H", "H", "H", "H", "H", "H", "H", "H", "H", "H", "H", "H", "H", "H", "H", "H", "H", "H", "H", "H", "H", "H", "H", "H", "H", "H", "H", "H", "H", "H", "H", "H", "H", "H", "H", "H", "H", "H", "Cl", "C", "C", "C", "Cl", "C", "Cl", "C", "Cl", "C", "Cl", "H"], "positions_angstrom": [[0.00000, 0.00000, 0.00000], [-1.12390, 1.32690, 3.07230], [-0.03440, 0.06760, 2.26430], [1.77770, 0.31340, 2.64260], [2.14670, 0.66680, 3.96140], [3.46990, 0.94730, 4.29640], [4.45150, 0.89100, 3.31990], [4.10980, 0.54280, 2.01240], [2.78240, 0.23740, 1.64630], [2.37240, -0.27700, -0.08280], [3.61180, 0.57810, -1.18410], [3.76830, 2.08940, -0.86000], [3.28820, 3.04300, -1.95710], [1.95580, 2.58970, -2.52860], [2.05310, 1.20050, -3.15030], [3.27210, 0.40210, -2.67810], [2.89510, -2.08780, -0.01660], [4.26110, -2.39180, 0.61930], [4.53520, -3.89630, 0.70770], [4.38780, -4.59120, -0.63850], [3.02940, -4.29270, -1.25900], [2.79930, -2.78560, -1.38020], [-0.53540, -1.68570, 2.67520], [-0.44470, -2.10650, 4.02160], [-0.87890, -3.36810, 4.41620], [-1.42430, -4.22810, 3.47610], [-1.51930, -3.83320, 2.13930], [-1.06820, -2.57470, 1.70100], [-1.14560, -2.07750, -0.08350], [-1.74880, -3.57940, -1.02070], [-2.16890, -3.26210, -2.46910], [-2.67530, -4.51120, -3.19520], [-1.65260, -5.63970, -3.17840], [-1.16850, -5.93470, -1.76380], [-0.65960, -4.66800, -1.07770], [-2.64210, -0.94370, -0.04740], [-4.00310, -1.62560, 0.12570], [-5.12730, -0.59260, 0.22100], [-5.12160, 0.35580, -0.97440], [-3.77170, 1.04720, -1.13640], [-2.62480, 0.04110, -1.22970], [-1.08340, 1.25330, 4.16340], [-2.16820, 1.19860, 2.77160], [-0.82260, 2.34180, 2.79500], [1.39880, 0.74100, 4.74970], [3.72840, 1.21630, 5.31670], [5.48550, 1.10940, 3.57120], [4.91420, 0.48950, 1.28400], [4.57990, 0.09750, -1.00450], [4.83090, 2.29990, -0.67990], [3.25220, 2.37240, 0.06340], [4.03760, 3.10060, -2.75630], [3.19550, 4.05460, -1.54550], [1.60100, 3.30630, -3.27800], [1.20370, 2.57960, -1.72990], [2.10370, 1.29220, -4.24250], [1.13050, 0.64610, -2.93940], [4.14370, 0.73180, -3.26110], [3.12310, -0.63990, -2.96210], [2.13670, -2.54580, 0.63320], [4.31460, -2.01160, 1.64230], [5.06640, -1.91250, 0.05070], [3.83760, -4.34650, 1.42560], [5.54430, -4.06340, 1.10100], [4.50740, -5.67300, -0.51190], [5.18400, -4.25650, -1.31430], [2.24600, -4.74170, -0.63860], [2.96520, -4.75720, -2.24930], [1.82830, -2.59900, -1.85170], [3.56950, -2.39800, -2.05440], [-0.03830, -1.44680, 4.78700], [-0.80000, -3.67200, 5.45600], [-1.77600, -5.21090, 3.77720], [-1.96210, -4.54930, 1.45620], [-2.62720, -3.98350, -0.50590], [-1.32870, -2.82860, -3.02710], [-2.97710, -2.52910, -2.49920], [-2.92740, -4.25780, -4.23120], [-3.60250, -4.85390, -2.71840], [-0.79660, -5.36270, -3.80570], [-2.09060, -6.54350, -3.61670], [-0.36790, -6.68210, -1.79940], [-1.98630, -6.36790, -1.17500], [0.20170, -4.29300, -1.64070], [-0.28870, -4.93430, -0.08340], [-2.51880, -0.31920, 0.84190], [-4.01370, -2.24290, 1.03160], [-4.22720, -2.29390, -0.71090], [-5.01560, -0.01480, 1.14700], [-6.09390, -1.10530, 0.28010], [-5.90730, 1.10950, -0.84980], [-5.35710, -0.20490, -1.88720], [-3.59960, 1.71580, -0.28380], [-3.78350, 1.67510, -2.03460], [-1.67590, 0.59270, -1.25300], [-2.69590, -0.48010, -2.18850], [0.06650, -2.70050, -1.85120], [0.02980, -1.21070, -2.78150], [0.00000, 0.00000, -2.09000], [-0.02980, 1.21070, -2.78150], [-0.06650, 2.70060, -1.85120], [-0.03000, 1.21900, -4.18670], [-0.06780, 2.75230, -5.05810], [0.00000, 0.00000, -4.89200], [0.00000, 0.00000, -6.65680], [0.03000, -1.21900, -4.18670], [0.06770, -2.75240, -5.05810], [-1.00410, 1.40230, 0.00000]], "forces_ev_per_a": [[-0.241, -0.163, -4.713], [-0.094, 0.166, 1.129], [-0.013, 0.015, 0.721], [0.668, 0.279, 0.977], [0.589, -0.038, -0.432], [-0.337, -0.017, 0.067], [-0.022, -0.129, -0.413], [-0.138, -0.087, 0.184], [0.846, 0.555, 0.715], [0.689, -0.179, 2.178], [-0.384, 0.142, -0.292], [0.256, 0.396, 0.255], [0.254, -0.100, -0.080], [7.209, -0.201, -3.390], [5.104, 1.385, 0.407], [0.193, 0.101, 0.064], [-0.303, -0.343, -0.443], [0.147, 0.262, 0.456], [-0.086, -0.102, -0.162], [0.027, -0.271, 0.052], [0.050, 0.067, -0.076], [0.876, 0.134, -0.423], [-0.178, -0.635, 1.026], [-0.352, -0.402, -0.587], [0.086, 0.115, 0.034], [-0.041, 0.133, -0.293], [0.103, -0.067, 0.114], [0.044, -0.804, 0.862], [-3.069, 1.646, 4.031], [-1.820, -0.889, 0.878], [-2.091, -0.150, -0.964], [-0.173, -0.161, 0.117], [-0.054, -0.158, -0.137], [-0.092, -0.140, -0.147], [-0.536, -2.281, 1.462], [-0.516, -0.017, -0.205], [-0.249, -0.191, 0.155], [-0.056, 0.053, -0.027], [-0.138, 0.140, 0.057], [-0.072, -0.034, 0.003], [-1.072, 0.197, -0.258], [-0.199, 0.185, 0.080], [0.090, -0.070, -0.015], [0.049, -0.139, -0.035], [-0.001, -0.039, -0.239], [-0.022, -0.022, -0.124], [-0.132, -0.019, -0.078], [-0.120, 0.031, -0.032], [-0.261, -0.153, 0.107], [-0.236, -0.081, 0.097], [0.037, -0.249, 0.017], [-0.098, 0.061, 0.001], [0.068, -0.136, -0.037], [0.304, -0.121, 0.367], [7.245, -0.747, 1.569], [-0.087, -0.032, 0.269], [4.347, -0.907, -0.138], [-0.059, 0.038, 0.125], [0.009, -0.025, 0.157], [-0.136, 0.130, 0.097], [-0.060, 0.197, -0.160], [-0.061, 0.007, -0.048], [0.033, 0.063, -0.044], [-0.160, 0.111, 0.014], [0.057, 0.129, -0.051], [-0.075, -0.009, 0.009], [-0.033, -0.019, 0.046], [-0.071, 0.049, 0.061], [2.446, 0.030, 0.304], [0.190, 0.039, 0.117], [-0.039, 0.033, -0.245], [-0.002, 0.009, -0.123], [0.016, 0.137, -0.094], [0.065, 0.096, -0.097], [-0.072, -0.105, 0.082], [-2.331, -0.840, -0.460], [-0.038, 0.050, 0.164], [0.005, 0.072, 0.174], [0.049, -0.019, -0.065], [-0.020, -0.035, 0.040], [0.110, 0.126, 0.024], [-0.086, 0.125, 0.123], [0.055, 0.040, -0.024], [-0.206, -3.039, 0.743], [-0.089, 0.141, 0.067], [0.134, -0.058, 0.280], [0.150, 0.024, -0.087], [0.116, 0.016, -0.081], [0.013, -0.036, -0.056], [0.146, 0.037, 0.056], [0.066, -0.124, -0.075], [0.010, 0.016, 0.035], [0.024, -0.043, 0.009], [0.067, -0.036, 0.101], [-1.169, -0.149, -0.041], [0.044, -0.120, -0.003], [6.388, 6.408, -5.620], [0.577, 1.081, -0.805], [-1.296, -1.160, 1.524], [-4.948, 0.891, -0.548], [-13.439, -0.246, -0.352], [-3.215, 0.804, -2.548], [-0.174, -1.017, 0.324], [-0.481, 0.925, -0.463], [0.076, 0.026, 1.314], [0.168, -0.992, 0.305], [0.136, 0.975, 0.326], [1.117, -0.540, 0.759]], "lowdin_spin": [0.179, -0.001, -0.026, 0.003, 0.001, -0.001, 0.000, 0.000, 0.004, 0.005, -0.004, 0.000, 0.020, 0.100, 0.095, 0.021, -0.001, 0.000, 0.000, 0.000, 0.000, 0.000, -0.019, -0.003, -0.002, -0.002, -0.003, -0.019, -0.008, 0.002, 0.001, 0.000, 0.000, 0.000, 0.001, 0.003, 0.000, 0.000, 0.000, 0.000, 0.013, 0.000, 0.000, 0.000, 0.000, 0.000, 0.000, 0.000, 0.000, 0.000, 0.000, 0.005, 0.000, 0.000, 0.045, 0.004, 0.038, 0.005, 0.000, -0.002, 0.000, 0.000, 0.000, 0.000, 0.000, 0.000, 0.000, 0.000, 0.000, 0.000, 0.000, 0.000, 0.000, 0.000, 0.000, 0.000, 0.000, 0.000, 0.000, 0.000, 0.000, 0.000, 0.000, 0.000, 0.000, 0.002, 0.000, 0.000, 0.000, 0.000, 0.000, 0.000, 0.000, 0.000, 0.005, 0.003, 0.023, 0.017, 0.071, 0.060, 0.221, 0.067, 0.016, 0.005, -0.002, 0.046, 0.013, 0.002]}